No. 1
# C3H8N2O2

A 2-piece molecular cluster, C3H8N2O2 overall in a non-equilibrium geometry (wB97M-V/def2-TZVPD, the OMol25 dataset).

Output
- strongest force on any atom (eV/A) = 3.94
- energy above the lowest of the compared OMol25 structures with the same formula, charge and spin (kcal per mole) = 95.49
- total charge = 0
- orbital gap (eV) = 10.08
- molecular weight (g mol⁻¹) = 104.109
- lowest unoccupied orbital energy (hartree) = 0.0317
- SMILES string = CC(C)=O.NN=O

Structure (XYZ):
```
15
C3H8N2O2 wB97M-V/def2-TZVPD
C 0.02759 -1.54536 0.19565
C 0.56107 -0.25760 -0.39042
C 1.26319 0.70888 0.54251
O 0.35684 0.06317 -1.55724
H -1.03637 -1.75892 -0.34072
H 0.65155 -2.36513 0.10961
H -0.09826 -1.43424 1.29695
H 0.60058 1.68451 0.47259
H 2.28833 0.80653 0.09479
H 1.37548 0.26123 1.59803
N -2.12522 0.90299 -1.41974
N -2.28594 1.34293 -0.22487
O -1.94033 0.64753 0.71143
H -2.25205 1.57506 -2.21249
H -1.88998 0.00593 -1.73494
```

***

No. 2
# C3H8N2O2

A 2-piece molecular cluster, C3H8N2O2 overall (wB97M-V/def2-TZVPD, the OMol25 dataset).

Output
- strongest force on any atom (eV/A) = 0.48
- energy above the lowest of the compared OMol25 structures with the same formula, charge and spin (kcal per mole) = 5.48
- total charge = 0
- orbital gap (eV) = 10.57
- molecular weight (g mol⁻¹) = 104.109
- lowest unoccupied orbital energy (hartree) = 0.0326
- SMILES string = O=C1NCCO1.N

Structure (XYZ):
```
15
C3H8N2O2 wB97M-V/def2-TZVPD
O -0.23462 -1.96412 0.64796
C 0.40090 -0.95672 0.42654
N 0.11021 0.04511 -0.45322
C 0.96016 1.19311 -0.24667
C 2.10098 0.55297 0.56684
O 1.56931 -0.67319 1.06593
H -0.87263 0.09574 -0.74705
H 0.45489 1.99349 0.31125
H 1.32082 1.60896 -1.19289
H 2.41487 1.16107 1.41760
H 2.97060 0.32928 -0.05900
N -2.61526 -0.66805 -0.54124
H -2.17701 -1.55500 -0.28991
H -3.35384 -0.84481 -1.21360
H -3.04937 -0.31783 0.30748
```

***

No. 3
# C3H8N2O2

A 3-piece molecular cluster, C3H8N2O2 overall in a non-equilibrium geometry (wB97M-V/def2-TZVPD, the OMol25 dataset).

Output
- strongest force on any atom (eV/A) = 1.17
- energy above the lowest of the compared OMol25 structures with the same formula, charge and spin (kcal per mole) = 21.02
- total charge = +1
- orbital gap (alpha / beta) (eV) = 10.89 / 6.79
- molecular weight (g mol⁻¹) = 104.109
- lowest unoccupied orbital energy (alpha / beta) (hartree) = -0.1556 / -0.3063
- <S²> = 0.76
- multiplicity = 2

Structure (XYZ):
```
15
C3H8N2O2 wB97M-V/def2-TZVPD
C 2.17518 1.15714 0.01234
C 1.56094 -0.15004 -0.11454
N 0.56456 -0.13471 0.74945
C 0.52929 1.11838 1.32536
N 1.50272 1.89236 0.87449
H 3.07819 1.53840 -0.42554
H 1.81063 -0.99363 -0.74049
H -0.07273 -0.92966 0.83442
H -0.25864 1.30627 2.03457
H -2.92128 -2.42403 0.39751
H -1.81645 -1.70202 -0.22969
O -2.16599 -1.87282 0.65808
H -1.49143 -0.32023 -2.22694
H -2.50931 -0.53391 -3.38682
O -2.28186 -0.79691 -2.48802
```

***

No. 4
# C3H8N2O3S

C3H8N2O3S as an isolated structure in a non-equilibrium geometry (wB97M-V/def2-TZVPD, the OMol25 dataset).

Output
- strongest force on any atom (eV/A) = 1.26
- energy above the lowest of the compared OMol25 structures with the same formula, charge and spin (kcal per mole) = 58.69
- total charge = 0
- orbital gap (eV) = 10.06
- molecular weight (g mol⁻¹) = 152.175
- lowest unoccupied orbital energy (hartree) = 0.0265

Structure (XYZ):
```
17
C3H8N2O3S wB97M-V/def2-TZVPD
C -0.48594 0.25849 1.28413
C -0.59769 -1.52181 -0.78758
C -0.98630 -0.35960 0.05920
N -0.77832 1.63651 1.00722
N 1.76965 0.09688 -0.51745
O -1.63498 -0.53828 1.30327
O 0.58189 -0.07702 2.01700
O -0.66554 1.70270 -1.56920
S -1.58331 1.30648 -0.51110
H -1.47653 -2.11899 -1.02557
H -0.15554 -1.15763 -1.71038
H 0.12203 -2.14869 -0.26116
H -1.26460 2.16468 1.71809
H 2.47349 0.74626 -0.17268
H 2.23976 -0.49729 -1.18970
H 1.33041 -0.16944 1.39049
H 1.11150 0.67675 -1.03458
```